Arrangement i

A cluster of 2 separate species, C2H3N3 in total. Source: the Open Molecules 2025 dataset; level of theory: ωB97M-V/def2-TZVPD.

LUMO energy = -0.632 eV

Cartesian coordinates (Å):
N 0.958 -1.604 0.067
N -0.153 1.096 -0.229
N -1.054 -1.125 0.171
C 1.635 -0.680 -0.124
C -0.959 0.128 -0.019
H -2.104 0.115 0.075
H 2.331 0.114 -0.299
H -0.591 2.006 -0.314


Arrangement ii

A cluster of 2 separate species, C2H3N3 in total. Source: the Open Molecules 2025 dataset; level of theory: ωB97M-V/def2-TZVPD.

LUMO energy = 0.262 eV

Cartesian coordinates (Å):
N 1.663 -0.508 1.533
N -1.372 0.389 -1.088
N 0.538 -0.619 2.048
C 0.698 0.411 1.030
C -0.280 -0.198 -1.013
H 0.562 1.386 1.075
H 0.094 -0.877 -1.654
H -1.904 0.017 -1.930


Arrangement iii

A structure of composition C2H3N3. Source: the Open Molecules 2025 dataset; level of theory: ωB97M-V/def2-TZVPD.

LUMO energy = 0.338 eV

Cartesian coordinates (Å):
N -0.597 1.156 0.001
N 0.537 0.467 0.091
N -1.005 -1.033 -0.001
C 0.291 -0.849 0.070
C -1.511 0.218 -0.046
H 1.625 1.193 0.002
H -2.558 0.427 -0.117
H 1.030 -1.621 0.128


Arrangement iv

An isolated molecule of C2H3N3. Source: the Open Molecules 2025 dataset; level of theory: ωB97M-V/def2-TZVPD.

LUMO energy = 0.891 eV
structure (SMILES) = [H]/N=C/N1C=N1

Cartesian coordinates (Å):
N 1.703 -0.636 -0.103
N -0.982 0.253 -0.681
N 0.624 -0.063 0.931
C -0.706 -0.247 0.449
C 1.329 0.540 -0.156
H -1.394 -0.742 1.143
H 1.380 1.475 -0.701
H -1.941 0.120 -0.977


It is arrangement ii that is the least stable of them.


Arrangement i

An isolated molecule of C2H5B. Source: the Open Molecules 2025 dataset; level of theory: ωB97M-V/def2-TZVPD.

⟨S²⟩ = 2.005
LUMO energy (spin up / spin down) = 0.686 / -3.304 eV
multiplicity = 3

Cartesian coordinates (Å):
C -1.167 0.172 0.538
C -0.276 -0.320 -0.302
B 1.201 0.169 -0.513
H 1.665 1.270 -1.063
H -1.959 -0.430 0.847
H -0.920 1.189 0.917
H -0.452 -1.346 -0.397
H 1.908 -0.705 -0.027


Arrangement ii

A cluster of 2 separate species, C2H5B in total. Source: the Open Molecules 2025 dataset; level of theory: ωB97M-V/def2-TZVPD.

⟨S²⟩ = 2.010
LUMO energy (spin up / spin down) = -0.114 / -0.708 eV
multiplicity = 3

Cartesian coordinates (Å):
C 0.166 0.537 0.355
C 1.311 0.074 -0.208
B -1.225 0.240 -0.203
H 0.170 1.141 1.159
H -2.007 -1.971 0.957
H 2.218 0.370 0.216
H -1.788 0.271 -1.226
H 1.156 -0.662 -1.050


It is arrangement ii that is the least stable of them.


Arrangement i

A structure of composition C4H12O2S2Sn. Source: the Open Molecules 2025 dataset; level of theory: ωB97M-V/def2-TZVPD.

total charge = +2
LUMO energy = -10.717 eV

Cartesian coordinates (Å):
Sn 2.989 -1.925 -0.414
S -1.018 -2.939 -0.124
S 1.276 1.475 0.511
O 1.081 0.066 -0.041
O 0.428 -2.986 -0.541
C -1.518 -1.450 -1.088
C -1.143 -2.092 1.485
C -0.518 2.087 0.585
C 2.164 2.502 -0.693
H -0.724 3.086 0.970
H -0.904 1.329 1.267
H 1.905 2.379 -1.745
H -2.540 -1.101 -0.939
H -1.033 -2.943 2.158
H -0.871 -0.610 -0.835
H 3.209 2.219 -0.564
H -0.941 1.980 -0.414
H -1.465 -1.664 -2.156
H 2.044 3.572 -0.525
H -0.315 -1.403 1.652
H -2.106 -1.583 1.454


Arrangement ii

A structure of composition C4H12O2S2Sn. Source: the Open Molecules 2025 dataset; level of theory: ωB97M-V/def2-TZVPD.

total charge = +2
LUMO energy = -9.250 eV

Cartesian coordinates (Å):
Sn -1.452 -0.362 0.017
S -0.259 2.612 -1.195
S -0.104 -1.548 2.724
O -1.025 1.554 -0.385
O -0.793 -0.349 2.116
C 1.630 -1.627 2.035
C -1.377 3.146 -2.645
C -0.619 -3.221 2.127
C 1.018 1.651 -1.959
H 1.164 0.883 -1.199
H 0.637 1.021 -2.763
H 2.080 -0.640 2.150
H 1.969 -2.032 1.082
H 0.039 -3.673 1.386
H 2.105 -2.214 2.822
H -1.136 4.152 -2.991
H 2.002 2.071 -2.171
H -2.374 3.240 -2.215
H -0.487 -4.008 2.870
H -1.633 -3.173 1.729
H -1.385 2.514 -3.533


It is arrangement i that is the least stable of them.


Arrangement i

An isolated molecule of C5H10N2O3S. Source: the Open Molecules 2025 dataset; level of theory: ωB97M-V/def2-TZVPD.

LUMO energy = 0.622 eV
structure (SMILES) = COC(OC)(OC)SNC#N

Cartesian coordinates (Å):
S -1.739 -0.300 -1.555
O 0.849 0.056 -1.126
O -0.256 -1.013 0.633
O -0.403 1.160 0.369
N -1.655 1.137 -2.429
N -0.069 1.811 -4.235
C 2.117 0.446 -0.489
C -0.727 1.471 -3.356
C -1.503 1.212 1.290
C -0.115 -2.280 0.039
C -0.171 0.017 -0.274
H 0.383 -2.838 0.881
H 2.380 1.524 -0.386
H -2.062 1.927 -2.076
H -1.676 2.228 1.354
H -2.309 0.782 0.846
H 2.069 -0.165 0.471
H -1.164 -2.673 -0.132
H -1.275 0.783 2.378
H 0.434 -2.208 -0.916
H 2.857 -0.078 -1.249


Arrangement ii

An isolated molecule of C5H10N2O3S. Source: the Open Molecules 2025 dataset; level of theory: ωB97M-V/def2-TZVPD.

LUMO energy = 0.083 eV
structure (SMILES) = C[N@H+]1CC=N[C@@]1(C)S(=O)(=O)[O-]

Cartesian coordinates (Å):
S 1.108 1.430 -0.405
O 0.870 2.805 0.049
O 1.160 1.203 -1.832
O 2.111 0.649 0.351
N -0.581 0.787 1.509
N -0.350 -1.002 0.017
C 0.376 -1.514 -1.202
C -1.642 1.186 -0.712
C -0.527 0.573 0.148
C 0.493 -1.239 1.215
C 0.018 -0.075 2.196
H -1.832 2.361 -0.438
H 0.125 -2.493 -1.363
H -1.363 -1.277 -0.035
H -1.320 1.314 -1.771
H 1.475 -0.915 0.993
H 0.471 0.084 3.099
H 0.164 -0.902 -1.983
H -2.591 0.718 -0.371
H 1.484 -1.516 -1.197
H 0.352 -2.177 1.731


It is arrangement i that is the least stable of them.